1.
Here is one molecule with the formula C7H13NO3 in a non-equilibrium geometry from OMol25. Energies are from the ωB97M-V functional and the def2-TZVPD basis.

Cartesian coordinates (Å):
C 0.317 -2.056 -0.425
H -1.664 1.810 -1.314
C -1.762 1.883 -0.224
H 0.111 -2.965 0.131
C -0.688 -0.926 -0.207
H 2.433 0.903 1.689
C 1.578 -0.036 0.426
H -0.647 1.360 1.523
N 0.169 0.318 -0.243
H 0.357 2.124 0.361
H -1.327 -0.951 0.774
H 1.816 -2.143 1.135
O 2.451 0.425 -1.641
H 1.506 0.111 -1.911
C -0.397 1.442 0.475
C 1.630 -1.676 0.205
H -2.626 1.347 0.080
H -1.384 -0.888 -1.019
H 0.514 -2.312 -1.439
H -1.877 2.904 -0.034
O 3.555 1.148 0.097
C 2.608 0.621 -0.369
H 2.452 -1.863 -0.455
O 1.612 0.360 1.739

Output
SMILES string = CCN1CCC[C@@]1(O)C(=O)O
Molar mass = 159.18 Da
HOMO-LUMO gap = 10.008 eV
HOMO level = -9.2884 eV
Lowest unoccupied orbital energy = 0.7 eV
Relative energy (zero: lowest compared OMol25 entry of this formula, charge and spin) = 1.944 eV



2.
Here is C9H18BeNOPS as an isolated structure in a non-equilibrium geometry from OMol25. Energies are from the ωB97M-V functional and the def2-TZVPD basis.

Cartesian coordinates (Å):
Be -0.023 -0.302 0.374
N -0.083 3.509 0.726
H 0.318 0.723 -0.572
H 0.493 5.419 0.007
P 0.716 -2.476 -0.145
H -1.573 5.719 -1.336
C -1.423 4.814 -0.761
C -2.393 3.811 -0.762
H 1.547 -3.858 -2.029
C 1.292 -2.795 -1.873
C -1.020 2.517 0.741
H -1.445 -3.498 -0.573
C 1.372 0.115 1.627
H -0.870 -1.124 1.539
H 2.350 -4.194 0.582
H 2.995 -2.515 0.726
H 2.178 -2.171 -2.077
H 0.789 3.415 1.296
H -2.957 1.883 0.007
H -0.213 -4.767 -0.191
H -1.324 -0.716 -0.686
H -0.928 -3.746 1.118
H 1.819 -3.115 1.927
S -0.806 1.216 1.692
O 2.203 0.352 2.418
C -0.262 4.643 -0.005
H 0.738 -0.032 -0.794
C -0.589 -3.761 0.069
H 0.489 -2.500 -2.569
H -3.302 3.934 -1.336
C -2.196 2.654 -0.005
C 2.107 -3.154 0.864

Output
Molar mass = 228.30 Da
HOMO-LUMO gap = 5.346 eV
HOMO level = -5.8152 eV
Lowest unoccupied orbital energy = -0.5 eV
Relative energy (zero: lowest compared OMol25 entry of this formula, charge and spin) = 1.582 eV



3.
Here is C17H15Cl3N3O2PRuSi as an isolated structure from OMol25. Energies are from the ωB97M-V functional and the def2-TZVPD basis.

Cartesian coordinates (Å):
H 0.670 0.429 -2.838
C 2.384 0.147 1.302
H 1.933 -4.222 -0.908
H 1.245 -4.277 -2.543
H 4.043 0.180 2.649
H 1.121 3.262 3.198
C -1.379 2.151 -1.415
C -2.585 2.833 -1.454
H 1.762 1.506 -1.927
C -1.140 -0.273 3.604
H 3.242 2.182 3.861
H -0.549 2.493 -2.022
H 0.272 -4.906 -1.186
C -1.240 1.030 -0.603
N -1.231 -1.500 3.074
C 2.671 1.790 3.029
Si -1.104 -2.379 -2.444
Ru 0.411 -2.278 -0.754
C 2.405 -0.545 -2.058
H -0.184 2.370 1.315
H -4.346 0.956 0.749
H -2.220 -0.275 0.802
H 2.729 -0.744 0.790
C 0.751 1.899 1.590
P 0.300 0.095 -0.509
C 1.008 -4.160 -1.490
O 2.062 -1.771 -1.668
N 0.184 -2.255 1.239
Cl -1.246 -3.776 -3.917
Cl -2.070 -0.754 -3.205
C -2.315 0.602 0.174
C 1.197 0.771 0.910
C 1.310 0.518 -1.954
C 1.487 2.402 2.654
H -2.691 3.702 -2.090
C -0.493 -1.828 2.113
C -3.517 1.291 0.140
N -1.137 0.774 4.088
C 3.122 0.663 2.352
H -4.593 2.938 -0.710
O 3.485 -0.306 -2.524
Cl -2.099 -3.139 -0.734
C -3.652 2.404 -0.678

Output
Molar mass = 559.82 Da
HOMO-LUMO gap (alpha / beta) = 6.827 / 6.828 eV
HOMO level (alpha / beta) = -9.0802 / -9.0388 eV
Lowest unoccupied orbital energy (alpha / beta) = -2.3 / -2.2 eV
Relative energy (zero: lowest compared OMol25 entry of this formula, charge and spin) = 0.000 eV



4.
Here is a 6-piece molecular cluster, C52H100N4O5 overall in a non-equilibrium geometry from OMol25. Energies are from the ωB97M-V functional and the def2-TZVPD basis.

Cartesian coordinates (Å):
H 0.634 5.290 -4.423
H -2.147 7.666 -3.544
H 1.291 3.388 1.140
H -3.718 1.960 0.826
O 8.470 -1.839 -4.464
C 4.623 2.733 -2.838
H 0.611 0.837 -2.022
H -3.681 -1.011 0.080
H -0.752 7.463 -4.577
N 4.390 1.373 -5.197
H 5.342 1.189 -5.572
H -10.551 0.052 8.211
C 1.594 1.984 4.293
H -7.195 -3.103 1.340
H 9.540 -3.539 -3.824
H 5.607 4.061 -4.427
H -0.445 1.618 -3.208
C 2.387 -7.776 -1.401
H 2.438 4.656 3.684
H -6.816 -1.572 4.823
C -1.150 5.780 -3.298
H -0.327 9.160 -2.878
H -1.658 -0.434 1.364
C -1.007 1.252 0.208
H -10.650 0.297 4.454
C -0.632 7.971 -1.111
H -2.798 7.861 -1.307
N 3.226 -6.671 -0.931
C -0.430 1.073 -2.260
C 6.188 -3.668 -0.548
H -4.284 -4.548 -0.773
C -6.648 -3.133 2.285
H 6.576 -5.984 -2.030
C -4.676 -4.442 1.334
C -5.778 -4.378 2.393
H -4.540 -7.120 -0.884
C 1.248 4.075 1.990
H -2.087 2.167 -1.431
H 0.042 1.069 0.468
H 1.326 -9.649 -0.860
C -5.162 -4.501 -0.118
O 2.522 -8.115 -2.620
H 2.810 1.842 2.531
H 5.794 -3.681 0.532
H -5.507 0.497 4.819
H -6.133 -7.822 -0.571
H -2.231 8.385 0.278
H 3.334 3.435 6.029
H 0.792 7.826 -2.713
H 2.816 1.929 6.811
H -3.945 0.616 1.961
C -4.049 0.923 0.917
O 7.037 3.155 -2.259
H -4.042 -5.311 1.540
C -6.092 -5.668 -0.452
H 3.372 -6.998 1.177
C -2.040 8.458 -0.796
N 2.503 2.858 -5.388
C 3.443 2.190 -2.219
H -5.112 0.891 0.660
H -3.405 0.306 -1.043
H 0.973 3.827 5.256
C 2.490 3.940 2.858
C -3.262 -0.001 -0.002
C -7.327 -0.634 5.066
H 3.785 0.762 -5.784
H -7.006 -5.613 0.148
H 2.185 3.313 -4.522
H 2.382 2.440 -2.557
C 4.954 -1.286 -0.721
C 7.514 -0.019 -2.124
H 8.959 -3.260 -1.251
H -6.513 0.436 3.365
H -9.228 -1.627 4.962
C 6.228 0.784 -1.856
C -1.056 1.915 -1.161
H 7.670 -3.600 -3.571
H 0.079 8.560 -0.523
H 4.032 -1.761 -0.246
H -7.314 -0.551 6.157
H 0.126 4.036 -3.282
H 3.835 4.615 -3.949
C -9.788 0.835 6.350
C -8.765 -0.722 4.553
H -7.383 -3.118 3.094
C 8.841 -2.397 -1.999
C 4.548 3.744 -4.117
H -1.383 1.961 0.953
H 4.866 -7.957 -1.592
H -6.042 -2.226 2.363
C 0.213 5.116 -3.428
C -0.260 8.104 -2.589
H 5.070 -3.676 -2.488
C 4.939 0.192 -1.164
H -6.409 -5.272 2.344
H 3.367 4.219 2.264
C -6.538 0.516 4.456
C 4.005 2.812 -5.351
H -11.428 -0.517 6.785
H 5.424 2.911 -6.914
C 5.439 -5.829 -2.001
H -1.831 5.319 -4.021
C -9.652 0.488 4.867
N 4.478 3.273 -6.690
C -1.772 -0.069 0.336
H -1.568 5.572 -2.308
H -8.746 -0.862 3.466
H 0.918 5.494 -2.682
C 8.618 -2.937 -3.519
O 2.920 1.112 0.037
C 2.885 -6.232 0.455
C 4.685 -6.946 -1.089
H -6.965 1.486 4.722
H -0.972 0.136 -2.410
H -9.830 -1.180 7.175
H 1.512 -8.546 0.603
H -8.811 1.085 6.775
H -6.405 -5.570 -1.498
H 1.866 0.969 4.604
H -2.166 9.504 -1.090
H 3.884 2.862 -7.440
H -10.402 1.737 6.437
C -5.441 -7.032 -0.270
H 1.174 5.094 1.598
H 4.038 -4.216 -1.073
H 7.197 -4.198 -0.609
O 6.475 -1.310 -5.644
C 2.487 2.922 6.491
H 2.205 3.488 7.383
H 0.334 3.871 2.554
H -0.514 2.865 -1.099
H 1.764 -6.150 0.645
H 0.669 1.881 3.715
H 8.448 0.381 -2.638
C -10.436 -0.270 7.173
C 7.517 -1.517 -1.680
H 5.168 -6.862 -0.047
C 5.070 -4.336 -1.541
H -0.519 6.934 -0.780
H -1.302 -0.825 -0.302
H 7.510 -3.039 -6.027
H 3.339 -5.199 0.707
C -1.119 7.286 -3.559
H -5.307 -4.388 3.381
C 6.100 2.325 -2.319
H -9.271 1.365 4.334
C 2.704 2.522 3.383
H 5.065 -5.956 -3.081
H -4.028 -3.565 1.444
H 9.784 -1.743 -1.960
C 7.428 -2.075 -5.401
C 1.292 -8.553 -0.516
H 3.660 2.484 3.916
H 2.268 3.487 -6.171
H -5.670 -3.564 -0.369
C 6.265 -2.113 -0.998
H 0.258 -8.107 -0.715
C 3.655 1.156 -0.991
H -5.167 -7.212 0.773
H 0.465 2.363 6.075
C 1.303 2.822 5.539

Output
SMILES string = CC(=O)N(C)CCCCc1cc2c(cc1CCOC=O)C(=O)C(CC(N)(N)N)=CC2=O.CCCCCC.CCCCCC.CCCCCC.CCCCCC.CCCCCC
Molar mass = 861.39 Da
HOMO-LUMO gap = 7.792 eV
HOMO level = -8.5646 eV
Lowest unoccupied orbital energy = -0.8 eV



5.
Here is C4H6O2 as an isolated structure from OMol25. Energies are from the ωB97M-V functional and the def2-TZVPD basis.

Cartesian coordinates (Å):
O 1.763 -0.718 -1.302
C 1.062 -0.510 -0.363
H -1.908 0.284 -0.510
C 0.143 -0.234 1.388
O 0.572 -1.386 0.599
H 0.981 0.015 2.051
H -0.766 -0.349 1.986
H -0.804 -0.681 -1.465
C -0.924 0.299 -0.964
H 0.534 1.648 0.241
C 0.191 0.610 0.117
H -0.844 1.021 -1.779

Output
Molar mass = 86.09 Da
HOMO-LUMO gap = 11.255 eV
HOMO level = -10.3490 eV
Lowest unoccupied orbital energy = 0.9 eV
Relative energy (zero: lowest compared OMol25 entry of this formula, charge and spin) = 1.492 eV



6.
Here is C13H11N9O2SeZr as an isolated structure from OMol25. Energies are from the ωB97M-V functional and the def2-TZVPD basis.

Cartesian coordinates (Å):
H 2.576 1.345 -0.211
H -0.313 4.462 -0.801
C -1.068 2.449 -0.816
O -0.083 -1.131 1.856
C -0.050 3.413 -0.709
C 1.561 1.684 -0.382
H -4.218 -2.815 -1.374
Zr 0.698 -1.311 -0.045
C 1.270 3.022 -0.498
C -3.433 1.781 -1.215
C -3.045 0.384 -1.111
N 3.870 -1.860 3.139
H 2.067 3.750 -0.423
H 3.379 -1.623 3.995
C -2.456 2.801 -1.074
H -1.836 -3.267 -0.926
C -1.718 0.070 -0.873
H 3.258 -2.949 -0.838
N 3.921 -2.057 0.811
N 3.175 -2.022 -0.403
N -4.666 2.173 -1.465
H -5.006 -0.432 -1.468
N 0.591 0.724 -0.479
C -3.535 -1.989 -1.228
N -1.289 -1.252 -0.800
H 3.658 -1.379 -1.038
N 1.010 -1.242 2.625
O 1.022 -1.185 3.778
C -2.199 -2.245 -0.980
H 4.836 -2.164 3.241
N -2.870 4.044 -1.215
C -0.725 1.109 -0.716
Se -4.618 3.946 -1.516
C 3.306 -1.787 1.970
H 4.895 -2.348 0.759
C -3.964 -0.674 -1.284
N 1.999 -1.425 1.713

Output
Molar mass = 495.48 Da
HOMO-LUMO gap = 4.630 eV
Charge = +4
HOMO level = -20.1159 eV
Lowest unoccupied orbital energy = -15.5 eV
Relative energy (zero: lowest compared OMol25 entry of this formula, charge and spin) = 0.197 eV



| no. | calculated total energy (eV) |
| --- | --- |
| 1 | -15101.4672 |
| 2 | -33682.0435 |
| 3 | -83756.3977 |
| 4 | -71736.8035 |
| 5 | -8338.9688 |
| 6 | -97746.3753 |